Molecular formula: C3H9ClMgNO5PS
Method: DFT, ωB97M-V with the def2-TZVPD basis set

LUMO level: -11.43 eV
molar mass: 261.906 g/mol
HOMO level: -17.07 eV
Kohn-Sham gap: 5.64 eV
total charge: +2
maximum force: 0.054 Eh/bohr

```
22
Properties=species:S:1:pos:R:3:forces:R:3:mulliken_charge:R:1
C 3.069 0.907 -0.050 -0.135 -0.473 0.324 -0.965
C 2.452 -0.492 -0.121 0.201 0.589 0.459 -0.354
C 0.996 -0.503 0.286 0.782 -1.044 -1.679 0.108
Cl 0.811 0.483 1.933 -0.624 0.936 0.174 -0.123
O 0.534 -1.752 0.480 -0.507 0.785 0.626 -0.310
S -1.117 -2.156 0.240 -0.569 -0.559 -0.184 0.788
O -1.361 -3.106 1.247 0.086 -0.099 0.130 -0.342
O -1.963 -0.737 0.800 1.437 0.621 -0.160 -0.311
P -2.650 0.210 -0.299 -2.059 -0.716 -0.589 0.876
N -4.115 -0.075 -0.516 0.627 -0.084 -0.264 -0.568
O -2.397 1.709 0.428 2.057 0.476 -0.360 -0.451
O -1.665 0.338 -1.549 0.758 0.081 0.489 -0.404
H 3.309 1.151 0.982 -0.016 0.216 0.014 0.376
H 4.001 0.940 -0.604 -0.063 0.149 -0.221 0.365
H 2.366 1.649 -0.464 0.180 0.171 -0.146 0.108
H 3.008 -1.189 0.503 0.039 -0.145 -0.096 0.410
H 2.460 -0.827 -1.159 -0.066 -0.300 0.024 0.359
H 0.441 0.050 -0.483 -0.416 0.275 0.443 0.324
H -4.393 -0.204 -1.482 -0.604 0.227 0.137 0.297
H -1.783 1.569 1.157 -1.814 -1.425 1.551 0.388
H -1.815 -0.341 -2.227 -0.068 0.171 -0.154 0.350
Mg -0.188 2.377 0.898 0.776 0.149 -0.520 1.079
```
Positions in Å, forces in eV/Å.